No. 1
43
Properties=species:S:1:pos:R:3:forces:R:3 method="wB97M-V/def2-TZVPD" e_above_lowest_kj_mol=131.2 smiles="CCOC(=O)C1CCN(C/C=C/c2ccccc2)CC1" e_tot_ha=-866.820204
C 4.695 -1.905 4.305 -0.10 0.18 -0.36
C 4.780 -0.830 3.231 0.08 0.16 0.51
O 4.043 -1.201 2.063 0.28 -0.18 -0.19
C 2.731 -0.953 2.063 -0.16 -0.09 -0.33
O 2.143 -0.423 2.969 -0.04 0.03 0.12
C 2.088 -1.406 0.768 -0.17 0.16 0.29
C 0.956 -2.394 1.075 0.02 -0.02 -0.26
C 0.206 -2.741 -0.216 0.04 -0.13 0.21
N -0.323 -1.590 -0.917 -0.13 -0.03 -0.07
C -1.496 -0.993 -0.294 -0.02 -0.06 -0.02
C -2.150 -0.043 -1.245 -0.05 0.21 0.30
C -2.534 1.190 -0.920 0.20 -0.44 0.15
C -3.187 2.162 -1.785 -0.26 0.40 -0.27
C -3.474 1.917 -3.129 0.03 0.00 0.11
C -4.095 2.876 -3.905 -0.01 -0.03 -0.09
C -4.444 4.102 -3.360 -0.03 0.09 0.02
C -4.165 4.361 -2.029 -0.08 0.13 -0.08
C -3.544 3.403 -1.252 0.08 -0.20 -0.01
C 0.731 -0.638 -1.204 0.16 0.21 0.01
C 1.516 -0.187 0.035 -0.05 -0.18 -0.19
H 3.666 -2.015 4.638 -0.05 -0.02 0.07
H 5.043 -2.857 3.912 0.06 -0.09 0.01
H 5.311 -1.623 5.153 0.07 0.00 0.11
H 4.382 0.117 3.612 0.14 -0.11 -0.09
H 5.807 -0.694 2.889 -0.14 0.02 0.02
H 2.850 -1.890 0.150 -0.05 0.02 0.02
H 0.275 -1.938 1.797 0.01 -0.01 0.06
H 1.362 -3.304 1.520 -0.03 -0.03 0.07
H 0.894 -3.248 -0.902 -0.02 -0.08 0.04
H -0.617 -3.426 0.003 0.05 -0.03 -0.05
H -2.194 -1.811 -0.082 0.07 0.03 0.08
H -1.279 -0.481 0.656 -0.09 -0.03 0.00
H -2.291 -0.439 -2.240 -0.06 -0.02 -0.20
H -2.362 1.533 0.094 0.08 -0.02 0.12
H -3.209 0.969 -3.571 0.02 -0.10 -0.05
H -4.309 2.669 -4.943 -0.01 -0.02 -0.07
H -4.930 4.849 -3.970 -0.03 0.05 -0.04
H -4.433 5.314 -1.596 -0.02 0.06 0.03
H -3.330 3.613 -0.214 0.03 -0.01 0.09
H 1.419 -1.117 -1.909 0.02 0.08 -0.04
H 0.285 0.230 -1.695 0.12 -0.04 -0.05
H 0.862 0.360 0.716 0.03 0.05 0.05
H 2.323 0.482 -0.269 0.00 0.08 0.01

---

No. 2
46
Properties=species:S:1:pos:R:3:forces:R:3 method="wB97M-V/def2-TZVPD" e_above_lowest_kj_mol=357.6 total_charge=+1 e_tot_ha=-3863.387104
La 0.294 -1.315 0.762 -2.14 -0.57 1.69
O 4.064 0.838 0.357 -2.23 0.54 0.03
C 2.893 1.113 0.174 1.17 0.75 -0.22
O 2.016 -1.385 -0.453 1.47 -0.62 -1.98
C 1.999 1.960 1.209 -0.92 -0.34 -0.08
C 0.461 2.194 0.852 0.99 -1.17 0.29
C -0.064 3.387 1.619 -0.57 0.02 -0.66
C -0.123 2.889 3.070 -0.79 0.74 0.55
C 0.291 1.448 2.947 -0.36 -0.59 -1.57
O -0.251 1.088 1.576 0.65 0.58 -0.29
C 1.795 1.328 2.636 -0.74 0.70 0.74
C 2.293 -0.054 2.941 2.28 -1.86 0.63
O 3.403 -0.227 3.440 -2.12 0.32 -0.82
O 1.452 -1.057 2.608 1.10 1.48 1.02
H 2.440 2.994 1.338 -0.01 -1.36 -0.38
H 0.282 2.124 -0.234 -0.67 0.26 0.88
H 0.493 4.295 1.449 0.30 0.20 0.04
H -1.070 3.547 1.243 -0.15 0.26 0.09
H 0.491 3.471 3.770 0.08 -0.30 -0.26
H -1.157 2.978 3.455 0.50 -0.16 -0.21
H -0.176 0.781 3.688 0.63 0.10 -0.37
H 2.213 2.034 3.302 1.18 0.21 0.95
Br -6.547 -4.257 -0.143 0.35 0.07 0.19
C -4.831 -3.515 -0.417 0.77 -0.09 -0.90
C -4.237 -2.641 0.495 0.38 -0.38 -0.96
C -3.017 -2.015 0.149 -0.75 -0.33 -0.04
C -2.410 -2.240 -1.097 0.10 -0.06 -0.45
C -2.976 -3.192 -1.971 0.51 -0.86 0.71
C -4.135 -3.864 -1.609 0.48 1.74 1.31
N -1.193 -1.542 -1.325 0.70 0.61 -0.79
C -0.493 -1.350 -2.415 -1.79 -1.56 1.43
C 0.741 -0.660 -2.418 2.15 0.72 -1.13
C 1.325 -0.284 -3.619 -1.11 -0.38 1.76
C 2.555 0.444 -3.618 1.31 0.12 -0.08
C 3.061 0.946 -2.464 0.82 0.53 -0.88
C 2.223 0.889 -1.228 -1.52 0.22 0.76
N 1.390 -0.345 -1.164 -0.20 1.32 -0.22
H -4.716 -2.507 1.449 0.01 0.35 0.16
H -2.601 -1.305 0.870 -0.12 -0.04 -0.30
H -2.402 -3.657 -2.787 -0.27 0.81 0.14
H -4.408 -4.650 -2.242 -0.94 -0.99 -0.64
H -0.732 -1.807 -3.362 -0.61 0.04 -0.45
H 0.808 -0.515 -4.547 0.12 0.01 0.11
H 3.116 0.509 -4.572 -0.39 0.10 0.82
H 4.059 1.472 -2.491 -1.28 -0.69 0.34
H 1.382 1.658 -1.226 1.60 -0.46 -0.95

---

No. 3
17
Properties=species:S:1:pos:R:3:forces:R:3 method="wB97M-V/def2-TZVPD" e_above_lowest_kj_mol=244.3 smiles=OCCC1COC1 e_tot_ha=-346.932391
O -2.193 -0.637 -0.382 -0.19 -0.14 -0.14
C -1.772 0.710 -0.502 0.38 0.35 -0.01
C -0.474 0.893 0.291 0.32 0.03 0.10
C 0.706 0.024 -0.157 0.81 0.26 -0.08
C 2.089 -0.041 0.590 -0.09 0.37 0.32
O 2.025 -1.465 0.627 0.26 -0.31 0.25
C 0.664 -1.464 0.195 -0.27 -0.27 -0.10
H -2.978 -0.763 -0.929 0.17 -0.02 0.14
H -2.541 1.399 -0.106 0.26 -0.20 -0.06
H -1.603 0.980 -1.557 0.00 -0.10 0.14
H -0.688 0.678 1.347 0.06 0.07 -0.14
H -0.196 1.950 0.219 -0.04 -0.04 0.07
H 1.061 0.244 -1.162 -0.89 -0.26 -0.56
H 2.075 0.421 1.581 0.06 -0.11 0.19
H 3.025 0.257 0.071 -0.75 0.22 0.07
H 0.490 -2.201 -0.591 -0.07 0.09 -0.05
H -0.011 -1.671 1.035 -0.01 0.04 -0.14